1.
9
Properties=species:S:1:pos:R:3:nbo_charge:R:1 method="wB97M-V/def2-TZVPD" homo_lumo_gap_ha="0.273 / 0.297" total_charge=0 homo_ev="-7.8 / -8.9" lumo_energy_ev="-0.4 / -0.9" relative_energy_ev=3.371 total_energy_ev=-19707.45064
P 0.11792 0.32159 1.00471 0.281
H 1.54746 -0.69104 -1.16560 -0.007
P 1.56436 0.53533 -0.51483 -0.032
H 2.80341 0.30382 0.09389 0.012
H -0.36110 2.91883 0.37906 -0.041
H -1.06551 -1.71275 -0.03877 0.230
H -1.53478 -0.22598 -0.79756 0.225
H -2.23122 -0.57033 0.72514 0.235
C -1.31713 -0.67874 0.14648 -0.904

***

2.
10
Properties=species:S:1:pos:R:3:nbo_charge:R:1 method="wB97M-V/def2-TZVPD" homo_lumo_gap_ha=0.329 total_charge=0 homo_ev=-8.3 lumo_energy_ev=0.6 relative_energy_ev=2.656 total_energy_ev=-30543.74153
H 2.24673 -0.85067 1.07230 -0.008
P -1.05449 0.62100 -0.26523 0.858
C 0.38204 0.27193 0.59738 -1.082
P 1.58184 -0.99190 -0.16634 0.248
H -1.16278 -1.81148 -0.05575 0.171
H -1.55356 1.14384 -1.58438 -0.047
S -2.24842 -1.02138 0.16274 -0.265
H 2.30107 -0.12190 -0.86038 -0.054
H 0.97772 1.11296 0.59366 0.203
H -1.47016 1.64761 0.50601 -0.024

***

3.
10
Properties=species:S:1:pos:R:3:nbo_charge:R:1 method="wB97M-V/def2-TZVPD" homo_lumo_gap_ha="0.245 / 0.295" total_charge=0 homo_ev="-7.6 / -8.0" lumo_energy_ev="-0.9 / 0.1" relative_energy_ev=2.831 total_energy_ev=-30543.56641
P -1.50090 -1.49288 -0.80309 -0.021
H -0.83987 -2.52999 -0.13817 -0.017
C 1.32967 0.85924 0.77658 -0.615
H 1.17948 1.32606 -1.47085 0.130
S 1.70228 0.30198 -0.78106 0.149
H -0.27920 -0.93212 -1.23710 -0.007
H -2.46382 0.67945 0.20448 -0.052
P -1.80764 -0.32865 0.92345 0.007
H 1.02381 1.86556 0.93222 0.211
H 1.65618 0.25134 1.59353 0.214

***

4.
9
Properties=species:S:1:pos:R:3:nbo_charge:R:1 method="wB97M-V/def2-TZVPD" homo_lumo_gap_ha=0.327 total_charge=0 homo_ev=-8.3 lumo_energy_ev=0.6 relative_energy_ev=2.854 total_energy_ev=-19844.49627
C 0.86175 -0.93918 0.34101 -1.199
H 1.06251 1.56485 -1.75002 -0.003
H 1.21165 -0.10169 -0.34953 0.243
H 0.35544 1.92145 -2.00310 0.004
S -2.05116 0.49666 0.30325 -0.409
H -1.52514 -1.41755 2.23140 -0.132
H -0.95489 0.86661 -0.35160 0.156
H 1.69702 -1.55308 0.44614 0.234
Si -0.65718 -0.83808 1.13245 1.104